Record 1
Computed, not measured: 10 unconnected molecules or ions with the total composition C28H71IN2O10S9 in a non-equilibrium geometry, with wB97M-V/def2-TZVPD.

```
121
Properties=species:S:1:pos:R:3:forces:R:3
C -4.624 -5.010 -5.378 -0.521 0.267 -0.117
C -4.672 -3.611 -5.952 -0.328 0.530 -0.075
C -4.631 -3.518 -7.463 0.397 -0.423 0.087
N -4.789 -2.639 -5.131 1.259 -0.580 -0.228
C -4.356 -1.272 -5.447 -0.826 0.039 0.753
C -2.924 -1.160 -6.018 -0.200 0.212 0.059
C -1.944 -2.034 -5.210 0.158 -0.473 -0.665
C -1.403 -3.258 -5.990 -0.260 0.079 -0.065
I -0.266 -0.834 -4.588 0.034 0.010 0.289
C -4.380 -0.460 -4.125 0.156 0.771 0.697
C -5.426 0.654 -4.336 0.535 -0.096 -0.987
N -5.435 0.870 -5.811 -0.804 -0.193 0.280
C -5.368 -0.466 -6.296 0.281 -0.199 -0.537
O -6.070 -0.920 -7.159 0.300 0.190 0.055
H -5.636 -5.394 -5.203 0.075 0.027 0.033
H -4.136 -5.684 -6.082 0.051 -0.034 0.106
H -4.075 -4.970 -4.440 -0.147 -0.193 -0.084
H -5.655 -3.670 -7.816 0.057 0.179 -0.033
H -4.250 -2.578 -7.844 -0.275 0.053 -0.013
H -4.031 -4.332 -7.878 -0.018 0.059 0.046
H -2.878 -1.374 -7.087 0.123 -0.204 0.071
H -2.644 -0.110 -5.916 -0.071 -0.058 -0.110
H -2.433 -2.423 -4.320 0.119 0.389 0.160
H -0.355 -3.150 -6.265 -0.034 -0.052 0.072
H -1.536 -4.169 -5.401 0.143 0.052 -0.010
H -1.956 -3.383 -6.924 -0.025 -0.021 0.067
H -3.435 0.051 -3.911 0.084 -0.220 -0.251
H -4.580 -1.048 -3.230 -0.175 -0.273 -0.267
H -5.170 1.599 -3.869 -0.250 -0.237 0.445
H -6.418 0.280 -4.078 -0.029 0.377 0.196
H -4.665 1.446 -6.126 0.057 -0.008 -0.036
C 2.767 -1.441 -1.786 -0.010 -0.084 0.037
S 3.258 0.284 -1.891 -0.033 0.045 0.057
O 3.028 0.714 -3.296 -0.029 -0.038 -0.068
C 5.018 -0.015 -1.715 0.112 -0.127 0.036
H 1.688 -1.484 -1.922 -0.001 0.025 -0.018
H 3.262 -2.006 -2.577 0.000 0.033 -0.023
H 3.036 -1.830 -0.804 -0.002 0.016 0.006
H 5.355 -0.676 -2.514 -0.055 0.017 -0.034
H 5.218 -0.447 -0.734 0.010 0.079 0.032
H 5.524 0.944 -1.796 -0.046 0.033 -0.023
C 7.181 2.189 3.150 0.035 0.063 0.100
S 6.184 1.896 1.695 -0.037 0.027 -0.010
O 6.025 0.418 1.555 0.057 -0.036 -0.034
C 7.445 2.399 0.519 0.045 0.035 -0.052
H 6.596 1.899 4.020 -0.030 -0.018 -0.020
H 8.086 1.584 3.087 -0.012 -0.024 -0.049
H 7.439 3.247 3.216 0.004 -0.011 0.043
H 8.333 1.783 0.656 -0.019 -0.023 0.019
H 7.678 3.452 0.676 -0.006 0.002 0.011
H 7.045 2.257 -0.483 -0.019 0.001 0.004
C 8.938 6.804 5.955 -0.042 0.040 0.034
S 9.640 5.533 4.897 0.096 0.015 0.045
O 8.527 5.031 4.041 -0.076 -0.041 -0.033
C 9.905 4.316 6.184 -0.070 0.135 -0.015
H 8.663 7.648 5.326 0.011 -0.014 -0.028
H 8.054 6.408 6.454 0.002 -0.028 -0.018
H 9.686 7.116 6.683 0.007 0.004 -0.005
H 8.960 4.097 6.680 -0.021 0.021 -0.030
H 10.630 4.707 6.898 0.023 -0.012 -0.008
H 10.299 3.406 5.739 -0.022 0.132 0.034
C 12.471 -0.409 5.502 0.061 -0.052 -0.007
S 11.167 0.764 5.120 0.011 -0.127 -0.084
O 10.838 1.466 6.391 0.033 -0.162 0.065
C 9.882 -0.461 4.855 -0.026 -0.069 0.008
H 13.366 0.160 5.746 -0.011 0.027 -0.003
H 12.170 -1.014 6.357 -0.026 0.027 0.010
H 12.659 -1.036 4.631 0.009 0.010 -0.008
H 9.769 -1.065 5.756 0.018 0.025 0.019
H 10.148 -1.086 4.003 -0.010 0.015 -0.017
H 8.955 0.066 4.646 0.004 0.024 0.004
C -2.853 -7.923 -1.822 -0.008 -0.077 -0.010
S -2.158 -6.269 -1.875 0.005 0.023 0.043
O -2.456 -5.717 -3.223 0.139 -0.040 0.054
C -0.438 -6.780 -1.889 0.069 -0.032 0.008
H -3.936 -7.828 -1.854 -0.001 0.031 -0.005
H -2.504 -8.489 -2.685 0.005 0.027 -0.017
H -2.554 -8.411 -0.894 -0.007 0.005 0.007
H -0.261 -7.426 -2.748 -0.025 0.014 -0.017
H -0.207 -7.301 -0.959 0.002 0.011 0.006
H 0.172 -5.882 -1.969 -0.023 0.020 -0.004
C -5.272 3.829 0.254 -0.031 -0.056 0.053
S -4.940 3.731 -1.503 0.039 0.016 -0.057
O -4.486 2.339 -1.793 -0.006 0.033 0.108
C -3.460 4.747 -1.461 0.064 0.056 -0.002
H -6.153 3.222 0.460 -0.016 -0.003 -0.069
H -4.421 3.450 0.819 -0.032 0.040 -0.023
H -5.473 4.866 0.522 -0.013 0.004 -0.006
H -2.736 4.296 -0.782 -0.028 -0.030 0.009
H -3.722 5.752 -1.132 -0.003 0.005 -0.009
H -3.055 4.783 -2.469 -0.018 -0.018 -0.012
C -2.214 0.959 2.745 0.171 0.061 -0.021
S -3.414 2.002 3.556 -0.093 -0.138 0.080
O -3.516 3.271 2.775 0.139 0.062 0.038
C -2.426 2.365 5.010 0.062 0.036 0.034
H -2.629 0.654 1.787 -0.033 -0.010 0.006
H -1.288 1.514 2.590 -0.045 0.072 0.010
H -2.045 0.075 3.354 -0.043 -0.061 -0.048
H -1.492 2.836 4.702 -0.010 0.004 -0.028
H -2.233 1.438 5.548 -0.011 -0.007 -0.001
H -2.995 3.045 5.640 -0.025 0.000 -0.018
C -4.106 -2.521 0.551 0.026 -0.006 -0.068
S -3.564 -3.134 2.150 -0.181 -0.003 0.002
O -2.674 -2.090 2.728 0.083 -0.022 0.009
C -2.511 -4.438 1.515 0.100 -0.052 -0.039
H -4.752 -1.664 0.727 -0.001 0.000 0.030
H -3.238 -2.217 -0.035 0.015 0.000 0.021
H -4.664 -3.301 0.033 -0.008 0.003 0.000
H -1.753 -4.011 0.858 -0.021 0.037 0.000
H -3.124 -5.156 0.972 -0.001 0.001 -0.005
H -2.034 -4.926 2.363 -0.028 0.033 0.039
C -6.377 3.946 4.191 -0.002 -0.094 0.042
S -7.691 5.163 4.091 0.024 0.021 -0.038
O -7.839 5.756 5.445 -0.015 -0.011 0.043
C -9.030 3.980 3.892 -0.040 -0.063 -0.017
H -5.441 4.475 4.356 -0.004 0.037 -0.053
H -6.576 3.268 5.022 -0.042 0.033 0.013
H -6.313 3.397 3.252 0.044 0.027 -0.018
H -9.041 3.301 4.744 0.020 0.022 0.018
H -8.891 3.429 2.961 -0.003 0.009 -0.006
H -9.961 4.540 3.852 0.011 0.027 0.004
```
Positions in Å, forces in eV/Å.

The value obtained for the energy relative to the best compared isomer or geometry (same formula, charge and spin) is 0.0 kcal per mole. Its maximum force is 1.40 eV Å⁻¹. The energy is -5852.4313 Ha. The gap between HOMO and LUMO is 8.4 eV. The LUMO energy comes out at 0.2 eV.

Record 2
Computed, not measured: a single C3H6N2S molecule, with wB97M-V/def2-TZVPD.

```
12
Properties=species:S:1:pos:R:3:forces:R:3
C 0.188 1.318 0.001 -0.400 0.110 -0.046
C 1.531 -0.660 0.737 0.403 -0.223 0.636
C 1.542 -0.654 -0.742 -0.095 -0.611 -0.258
H -2.883 -0.271 -0.008 -0.698 0.255 -0.007
H 0.348 2.393 0.014 0.192 0.008 -0.029
H 0.666 -1.052 1.263 -0.010 0.038 -0.210
H 2.458 -0.732 1.316 -0.298 -0.040 -0.366
H 0.666 -1.068 -1.248 0.256 0.193 0.156
H 2.479 -0.770 -1.284 -0.191 0.115 0.130
N -1.046 1.013 -0.007 0.216 -0.553 0.058
N 1.411 0.589 0.000 -0.280 0.575 -0.035
S -1.616 -0.609 0.002 0.904 0.132 -0.028
```
Positions in Å, forces in eV/Å.

The SMILES is S/N=C\N1CC1. The value obtained for the energy relative to the best compared isomer or geometry (same formula, charge and spin) is 63.1 kcal per mole. Its maximum force is 0.91 eV Å⁻¹. The energy is -625.5215 Ha. The gap between HOMO and LUMO is 9.9 eV. The LUMO energy comes out at 0.8 eV.

Record 3
Computed, not measured: a gas-phase ion, C6H13N2 (charge +1) in a non-equilibrium geometry, with wB97M-V/def2-TZVPD.

```
21
Properties=species:S:1:pos:R:3:forces:R:3
C 1.612 1.502 0.194 2.939 2.301 -0.806
C 1.786 -0.838 -0.423 0.430 0.155 0.480
C -1.012 0.874 0.722 1.702 -1.585 0.134
C -2.231 1.657 0.629 -0.719 0.063 0.686
C 0.538 -0.912 0.497 1.209 -2.576 -1.222
C -1.411 -0.685 -1.127 -0.359 -2.904 0.256
N 2.356 0.537 -0.191 -0.595 -1.307 -0.847
N -0.684 -0.252 0.046 -0.738 2.831 1.412
H 2.165 2.506 0.083 -1.157 -1.362 0.556
H 0.539 1.379 0.575 0.087 0.128 0.567
H 1.582 -0.860 -1.518 0.115 -0.360 0.781
H -3.039 1.234 0.008 0.136 0.811 -0.140
H -1.919 2.744 0.473 -0.765 -1.387 -0.094
H -2.613 1.636 1.704 0.425 0.187 -1.158
H 2.568 -1.643 -0.125 -1.364 1.486 -0.550
H 0.951 -0.656 1.471 -0.982 0.613 0.177
H 0.373 -2.006 0.577 -0.461 0.505 -0.023
H -1.025 -0.343 -2.068 0.042 1.048 -0.311
H -1.304 -1.795 -1.274 -0.284 0.751 0.554
H -2.466 -0.485 -0.926 0.241 0.073 -0.642
H 3.286 0.649 -0.582 0.097 0.530 0.192
```
Positions in Å, forces in eV/Å.

The value obtained for the energy relative to the best compared isomer or geometry (same formula, charge and spin) is 101.7 kcal per mole. Its maximum force is 3.82 eV Å⁻¹. The energy is -345.5339 Ha. The gap between HOMO and LUMO is 7.6 eV. The LUMO energy comes out at -4.2 eV. The net charge is +1.

Record 4
Computed, not measured: a molecular structure, C35H23Br5MnN9O7S in a non-equilibrium geometry, with wB97M-V/def2-TZVPD.

```
81
Properties=species:S:1:pos:R:3:forces:R:3
Mn -0.179 0.045 0.181 -1.799 -0.598 0.113
Br -6.825 -0.502 2.082 -0.023 -0.003 -0.006
C -4.937 -0.429 2.104 0.015 -0.011 0.131
C -4.235 -0.536 3.296 -0.103 0.014 -0.075
Br -5.153 -0.768 4.934 -0.003 -0.004 0.010
C -2.837 -0.464 3.287 0.117 -0.017 -0.026
Br -1.810 -0.596 4.872 -0.004 0.001 -0.020
C -2.117 -0.289 2.106 0.041 -0.088 -0.129
O -0.812 -0.203 2.053 0.021 0.408 -0.030
C -2.844 -0.213 0.874 0.024 0.020 0.063
O -2.143 -0.072 -0.233 0.070 0.017 0.048
C -4.231 -0.266 0.906 0.078 -0.012 -0.074
Br -5.107 -0.100 -0.766 0.004 0.003 0.002
N -1.942 2.186 -1.603 -0.009 0.082 0.040
C -0.867 2.769 -1.077 -0.034 -0.089 0.023
N -0.599 4.042 -1.381 -0.035 0.062 -0.032
C 0.506 4.543 -0.844 0.083 -0.013 0.064
N 0.807 5.830 -1.134 -0.004 0.027 0.017
N 1.380 3.886 -0.060 -0.105 0.041 -0.121
C 1.039 2.630 0.162 0.097 -0.294 -0.001
N -0.067 2.017 -0.274 0.478 0.247 0.227
C 1.947 1.757 0.940 -0.062 -0.139 0.071
C 3.083 2.230 1.569 -0.048 -0.058 -0.012
C 3.849 1.337 2.303 0.007 0.018 0.014
C 3.436 0.019 2.396 0.018 -0.026 0.022
C 2.282 -0.379 1.740 0.062 0.074 0.030
N 1.562 0.463 1.002 0.339 0.433 -0.056
H -2.595 2.789 -2.072 0.013 0.003 -0.019
H -2.251 1.283 -1.192 0.044 -0.049 -0.008
H 0.105 6.391 -1.579 -0.003 -0.004 -0.003
H 1.543 6.269 -0.612 0.002 -0.004 -0.008
H 3.339 3.275 1.473 0.004 0.005 -0.001
H 4.752 1.667 2.799 -0.002 -0.001 -0.002
H 3.999 -0.716 2.956 -0.001 0.000 0.004
H 1.938 -1.400 1.785 0.019 -0.019 -0.021
C -0.178 -3.066 1.129 -0.029 0.052 0.017
O -0.314 -2.098 0.083 0.497 0.037 -0.095
C -0.377 -2.539 -1.209 -0.153 -0.118 -0.012
C -0.582 -3.860 -1.560 -0.021 0.080 0.094
C -0.726 -4.173 -2.905 -0.006 0.026 -0.079
Br -1.014 -5.987 -3.383 -0.001 -0.013 -0.005
C -0.689 -3.214 -3.889 0.015 -0.044 0.033
C -0.454 -1.885 -3.531 0.056 -0.021 0.057
C -0.252 -1.558 -2.195 -0.157 0.098 -0.233
O 0.084 -0.276 -1.832 0.630 -0.237 0.293
C -0.452 -0.870 -4.596 0.004 -0.068 -0.006
N -0.432 -1.151 -5.876 -0.004 0.046 0.073
C -0.506 0.075 -6.509 0.005 -0.005 -0.018
C -0.517 0.383 -7.869 -0.003 -0.007 0.015
C -0.597 1.713 -8.232 0.001 0.010 -0.008
C -0.662 2.732 -7.269 -0.003 0.033 -0.014
C -0.650 2.449 -5.916 0.004 -0.010 0.008
C -0.573 1.106 -5.559 -0.012 0.006 0.019
N -0.538 0.470 -4.343 0.026 0.053 -0.072
H -1.036 -3.739 1.123 0.001 0.013 0.014
H -0.179 -2.488 2.048 -0.008 0.007 0.007
H 0.756 -3.617 1.011 0.021 -0.022 -0.020
H -0.635 -4.636 -0.813 -0.005 -0.011 -0.009
H -0.830 -3.457 -4.932 -0.001 -0.009 0.002
H 1.181 -0.191 -1.881 -0.091 0.095 -0.282
H -0.465 -0.406 -8.608 0.000 -0.001 0.002
H -0.609 1.980 -9.281 0.000 0.003 0.004
H -0.722 3.763 -7.594 0.001 -0.006 -0.002
H -0.696 3.233 -5.171 -0.002 -0.003 0.000
H -0.567 0.875 -3.420 -0.025 -0.032 0.015
O 3.410 -3.234 1.171 0.014 -0.013 -0.098
S 3.852 -2.964 -0.179 0.035 -0.069 0.199
O 4.320 -4.082 -0.948 -0.009 0.054 -0.010
N 2.733 -2.103 -0.977 -0.117 0.169 -0.053
C 3.165 -0.890 -1.268 0.316 -0.125 -0.021
O 2.519 0.006 -1.868 -0.226 0.035 0.008
C 4.562 -0.597 -0.795 -0.055 -0.031 -0.028
C 5.280 0.578 -0.917 -0.017 -0.030 0.015
C 6.546 0.624 -0.346 -0.004 0.022 -0.005
C 7.069 -0.479 0.325 0.027 0.004 0.002
C 6.343 -1.660 0.439 -0.019 -0.033 0.022
C 5.089 -1.686 -0.133 0.011 0.046 -0.069
H 4.852 1.426 -1.435 -0.004 -0.007 0.003
H 7.136 1.529 -0.422 0.003 -0.004 0.008
H 8.058 -0.417 0.762 -0.002 0.003 -0.002
H 6.743 -2.521 0.958 0.004 0.003 -0.002
```
Positions in Å, forces in eV/Å.

The value obtained for the energy relative to the best compared isomer or geometry (same formula, charge and spin) is 0.0 kcal per mole. Its maximum force is 1.90 eV Å⁻¹. The energy is -16786.6201 Ha. As for the multiplicity: 2. The gap between HOMO and LUMO (spin up / spin down) is 6.3 / 6.3 eV. The LUMO energy (spin up / spin down) comes out at 1.6 / 1.6 eV. The net charge is -1.